Entry from the OMol25 dataset: 9 unconnected molecules or ions with the total composition C26H55Cl2N5O16 in a non-equilibrium geometry (ωB97M-V/def2-TZVPD).

Each atom is followed by the atoms it is bonded to, with distances in Å.
Geometry (Å):
1 C -2.806 -3.229 -4.035  C2 1.547, H18 1.123, H19 1.123, H20 1.116
2 C -1.981 -2.079 -3.412  C1 1.547, Cl3 1.785, C4 1.347
3 Cl -0.976 -1.088 -4.505  C2 1.785
4 C -1.983 -1.838 -2.087  C2 1.347, Cl5 1.782, C6 1.564
5 Cl -2.903 -2.759 -0.869  C4 1.782
6 C -1.084 -0.684 -1.532  C4 1.564, N7 1.348, N17 1.348
7 N -1.708 0.504 -1.405  C6 1.348, N8 1.316
8 N -0.941 1.487 -0.983  N7 1.316, C9 1.352
9 C 0.344 1.137 -0.747  N8 1.352, C10 1.556, N16 1.353
10 C 1.262 2.313 -0.307  C9 1.556, C11 1.455, C15 1.447
11 C 2.278 2.054 0.702  C10 1.455, C12 1.474, H21 1.106
12 C 3.101 3.246 0.978  C11 1.474, C13 1.445, H22 1.112
13 C 2.779 4.428 0.212  C12 1.445, N14 1.350, H23 1.122
14 N 1.813 4.647 -0.704  C13 1.350, C15 1.354
15 C 1.037 3.573 -0.984  C10 1.447, N14 1.354, H24 1.117
16 N 0.956 -0.066 -0.837  C9 1.353, N17 1.316
17 N 0.185 -1.045 -1.259  C6 1.348, N16 1.316
18 H -3.482 -2.772 -4.807  C1 1.123
19 H -2.160 -3.978 -4.567  C1 1.123
20 H -3.446 -3.765 -3.294  C1 1.116
21 H 2.440 1.077 1.194  C11 1.106
22 H 3.942 3.214 1.705  C12 1.112
23 H 3.442 5.309 0.416  C13 1.122
24 H 0.243 3.694 -1.760  C15 1.117
25 O -2.731 -3.957 2.587  C26 1.431, H29 0.964
26 C -3.086 -2.958 3.548  O25 1.431, C27 1.518, H30 1.090, H31 1.090
27 C -4.506 -2.491 3.281  C26 1.518, O28 1.423, H32 1.091, H33 1.098
28 O -5.402 -3.594 3.342  C27 1.423, H34 0.969
29 H -2.648 -3.514 1.735  O25 0.964
30 H -3.014 -3.421 4.533  C26 1.090
31 H -2.377 -2.132 3.490  C26 1.090
32 H -4.821 -1.748 4.016  C27 1.091
33 H -4.583 -2.057 2.275  C27 1.098
34 H -4.929 -4.343 2.949  O28 0.969
35 O -0.908 -0.938 4.942  C36 1.431, H39 0.965
36 C 0.101 -1.688 5.626  O35 1.431, C37 1.518, H40 1.090, H41 1.094
37 C 1.345 -0.833 5.787  C36 1.518, O38 1.421, H42 1.091, H43 1.098
38 O 1.029 0.355 6.501  C37 1.421, H44 0.968
39 H -0.616 -0.828 4.028  O35 0.965
40 H -0.307 -1.954 6.601  C36 1.090
41 H 0.315 -2.602 5.064  C36 1.094
42 H 2.122 -1.369 6.332  C37 1.091
43 H 1.735 -0.535 4.805  C37 1.098
44 H 0.150 0.623 6.199  O38 0.968
45 O -7.912 -2.056 0.596  C46 1.428, H49 0.967
46 C -7.150 -0.944 0.124  O45 1.428, C47 1.519, H50 1.091, H51 1.095
47 C -6.352 -1.357 -1.101  C46 1.519, O48 1.422, H52 1.092, H53 1.096
48 O -7.231 -1.833 -2.113  C47 1.422, H54 0.968
49 H -7.292 -2.698 0.968  O45 0.967
50 H -7.861 -0.158 -0.133  C46 1.091
51 H -6.496 -0.589 0.926  C46 1.095
52 H -5.782 -0.517 -1.502  C47 1.092
53 H -5.663 -2.173 -0.854  C47 1.096
54 H -7.928 -2.323 -1.651  O48 0.968
55 O 0.107 -4.863 -1.629  C56 1.430, H59 0.965
56 C 0.891 -5.022 -0.444  O55 1.430, C57 1.518, H60 1.091, H61 1.094
57 C 0.107 -5.837 0.569  C56 1.518, O58 1.423, H62 1.091, H63 1.097
58 O -0.234 -7.100 0.013  C57 1.423, H64 0.968
59 H -0.624 -4.271 -1.413  O55 0.965
60 H 1.804 -5.546 -0.732  C56 1.091
61 H 1.153 -4.035 -0.050  C56 1.094
62 H 0.690 -6.003 1.477  C57 1.091
63 H -0.828 -5.327 0.831  C57 1.097
64 H -0.441 -6.933 -0.918  O58 0.968
65 O 5.734 2.517 0.066  C66 1.431, H69 0.966
66 C 6.512 3.638 -0.365  O65 1.431, C67 1.518, H70 1.091, H71 1.094
67 C 7.322 3.250 -1.588  C66 1.518, O68 1.421, H72 1.091, H73 1.097
68 O 6.455 2.809 -2.625  C67 1.421, H74 0.968
69 H 6.346 1.862 0.428  O65 0.966
70 H 5.810 4.437 -0.610  C66 1.091
71 H 7.157 3.967 0.454  C66 1.094
72 H 7.903 4.095 -1.959  C67 1.091
73 H 8.003 2.423 -1.350  C67 1.097
74 H 5.748 2.312 -2.188  O68 0.968
75 O 3.821 8.043 -0.662  C76 1.429, H79 0.967
76 C 3.149 9.304 -0.668  O75 1.429, C77 1.518, H80 1.091, H81 1.094
77 C 2.721 9.655 0.745  C76 1.518, O78 1.422, H82 1.091, H83 1.097
78 O 3.856 9.692 1.601  C77 1.422, H84 0.968
79 H 3.159 7.363 -0.476  O75 0.967
80 H 3.858 10.041 -1.046  C76 1.091
81 H 2.291 9.252 -1.345  C76 1.094
82 H 2.230 10.629 0.777  C77 1.091
83 H 2.034 8.894 1.137  C77 1.097
84 H 4.435 8.974 1.306  O78 0.968
85 O -2.519 3.974 -1.518  C86 1.429, H89 0.965
86 C -3.209 5.225 -1.544  O85 1.429, C87 1.518, H90 1.091, H91 1.094
87 C -3.637 5.594 -0.135  C86 1.518, O88 1.422, H92 1.091, H93 1.097
88 O -2.499 5.661 0.715  C87 1.422, H94 0.969
89 H -3.168 3.288 -1.317  O85 0.965
90 H -2.512 5.966 -1.937  C86 1.091
91 H -4.069 5.150 -2.216  C86 1.094
92 H -4.141 6.561 -0.117  C87 1.091
93 H -4.311 4.830 0.273  C87 1.097
94 H -1.911 4.946 0.430  O88 0.969
95 O 3.631 -7.595 -4.695  C96 1.430, H99 0.965
96 C 2.713 -7.466 -3.605  O95 1.430, C97 1.519, H100 1.091, H101 1.094
97 C 3.298 -8.136 -2.374  C96 1.519, O98 1.422, H102 1.091, H103 1.097
98 O 4.553 -7.546 -2.056  C97 1.422, H104 0.968
99 H 3.642 -8.524 -4.955  O95 0.965
100 H 2.574 -6.398 -3.430  C96 1.091
101 H 1.754 -7.910 -3.887  C96 1.094
102 H 2.636 -8.030 -1.513  C97 1.091
103 H 3.473 -9.203 -2.562  C97 1.097
104 H 4.981 -7.358 -2.903  O98 0.968

For the lowest unoccupied orbital energy, the calculation gives -1.59 eV. The energy relative to the best compared isomer or geometry (same formula, charge and spin) is 149.3 kJ/mol. The frontier orbital gap is 8.24 eV. As for the SMILES: C/C(Cl)=C(\Cl)c1nnc(-c2cccnc2)nn1.OCCO.OCCO.OCCO.OCCO.OCCO.OCCO.OCCO.OCCO. The energy is -3421.4165 a.u. As for the net charge: 0. As for the spin multiplicity: 1.

These are the Löwdin partial charges, in e, on atoms 1 to 99: number 1, C, carries -0.1042; number 2, C, carries -0.6633; number 3, Cl, carries 0.6743; number 4, C, carries -0.5993; number 5, Cl, carries 0.7108; number 6, C, carries -0.3818; number 7, N, carries 0.1266; number 8, N, carries 0.1198; number 9, C, carries -0.2517; number 10, C, carries -0.1260; number 11, C, carries 0.0150; number 12, C, carries -0.0381; number 13, C, carries -0.1554; number 14, N, carries 0.0535; number 15, C, carries -0.0843; number 16, N, carries 0.1225; number 17, N, carries 0.1207; number 18, H, carries 0.0902; number 19, H, carries 0.0934; number 20, H, carries 0.0600; number 21, H, carries 0.1080; number 22, H, carries 0.1043; number 23, H, carries 0.0999; number 24, H, carries 0.1158; number 25, O, carries -0.0870; number 26, C, carries -0.2231; number 27, C, carries -0.2398; number 28, O, carries -0.0692; number 29, H, carries 0.0207; number 30, H, carries 0.1313; number 31, H, carries 0.0954; number 32, H, carries 0.1261; number 33, H, carries 0.1020; number 34, H, carries 0.0796; number 35, O, carries -0.0928; number 36, C, carries -0.2307; number 37, C, carries -0.2498; number 38, O, carries -0.0676; number 39, H, carries 0.0863; number 40, H, carries 0.1273; number 41, H, carries 0.1202; number 42, H, carries 0.1221; number 43, H, carries 0.1124; number 44, H, carries 0.0781; number 45, O, carries -0.0697; number 46, C, carries -0.2358; number 47, C, carries -0.2622; number 48, O, carries -0.0710; number 49, H, carries 0.0855; number 50, H, carries 0.1249; number 51, H, carries 0.1116; number 52, H, carries 0.1201; number 53, H, carries 0.0682; number 54, H, carries 0.0802; number 55, O, carries -0.0892; number 56, C, carries -0.2268; number 57, C, carries -0.2387; number 58, O, carries -0.0709; number 59, H, carries 0.0356; number 60, H, carries 0.1161; number 61, H, carries 0.1147; number 62, H, carries 0.1233; number 63, H, carries 0.1023; number 64, H, carries 0.0750; number 65, O, carries -0.0978; number 66, C, carries -0.2270; number 67, C, carries -0.2463; number 68, O, carries -0.0666; number 69, H, carries 0.0992; number 70, H, carries 0.1168; number 71, H, carries 0.1205; number 72, H, carries 0.1224; number 73, H, carries 0.1156; number 74, H, carries 0.0774; number 75, O, carries -0.0858; number 76, C, carries -0.2353; number 77, C, carries -0.2495; number 78, O, carries -0.0739; number 79, H, carries 0.0636; number 80, H, carries 0.1233; number 81, H, carries 0.1196; number 82, H, carries 0.1196; number 83, H, carries 0.1163; number 84, H, carries 0.0750; number 85, O, carries -0.1088; number 86, C, carries -0.2327; number 87, C, carries -0.2493; number 88, O, carries -0.0716; number 89, H, carries 0.0818; number 90, H, carries 0.1246; number 91, H, carries 0.1182; number 92, H, carries 0.1203; number 93, H, carries 0.1150; number 94, H, carries 0.0713; number 95, O, carries -0.0760; number 96, C, carries -0.2385; number 97, C, carries -0.2493; number 98, O, carries -0.0735; number 99, H, carries 0.0917